[1]
C3H8N4O in the gas phase in a non-equilibrium geometry, computed with ωB97M-V/def2-TZVPD.

Geometry (Å):
C  -1.06  0.77  -0.46
C  1.12  0.86  0.58
C  2.06  -0.27  0.01
H  -3.28  -0.37  0.75
H  -2.85  -1.65  0.01
H  -1.78  1.22  -1.16
H  0.41  2.15  -0.97
H  1.80  1.65  1.00
H  0.54  0.40  1.38
H  1.97  -2.21  -0.51
H  0.40  -1.59  -0.02
N  -2.73  -0.65  -0.07
N  -1.33  -0.28  0.17
N  0.13  1.49  -0.27
N  1.40  -1.42  -0.21
O  3.22  -0.10  -0.23

Output
Lowest unoccupied orbital energy, eV: 1.01
Total charge: 0
SMILES string: N/N=C/NCC(N)=O
Highest occupied orbital energy, eV: -8.948
Energy above the lowest of the compared OMol25 structures with the same formula, charge and spin, eV: 1.657
Frontier orbital gap, Ha: 0.3659


[2]
A molecular structure, C42H105CdK2N7O4S in a non-equilibrium geometry, computed with ωB97M-V/def2-TZVPD.

Geometry (Å):
K  -2.02  -1.03  -2.84
K  -0.54  2.80  -2.97
Cd  1.50  0.68  1.56
S  -0.28  -0.04  -0.25
O  -0.32  0.77  -1.44
O  -1.27  -1.08  -0.24
O  1.07  -0.46  0.05
O  -0.36  0.82  0.93
C  -3.38  1.79  2.46
C  -4.55  1.53  1.52
N  -5.80  2.03  2.00
C  -6.27  1.43  3.28
C  -6.67  -0.06  3.02
C  -5.77  3.52  2.14
C  -7.17  4.13  2.10
H  -3.12  2.84  2.57
H  -2.46  1.40  2.02
H  -3.43  1.38  3.46
H  -4.34  1.89  0.51
H  -4.55  0.44  1.43
H  -5.50  1.60  4.03
H  -7.17  1.97  3.56
H  -5.77  -0.67  3.02
H  -7.32  -0.44  3.81
H  -7.09  -0.33  2.05
H  -5.06  3.96  1.43
H  -5.30  3.83  3.07
H  -7.10  5.22  2.21
H  -7.80  3.82  2.94
H  -7.73  3.91  1.19
C  5.94  -1.84  1.46
C  5.57  -2.59  0.17
N  5.84  -1.82  -1.07
C  7.23  -1.33  -1.15
C  8.26  -2.47  -1.17
C  4.93  -0.74  -1.34
C  3.48  -1.21  -1.56
H  7.02  -1.75  1.60
H  5.56  -2.41  2.31
H  5.53  -0.83  1.52
H  6.13  -3.52  0.09
H  4.55  -2.98  0.18
H  7.41  -0.79  -2.08
H  7.47  -0.55  -0.42
H  8.29  -2.92  -0.17
H  7.94  -3.23  -1.88
H  9.26  -2.19  -1.49
H  5.24  -0.26  -2.26
H  4.93  -0.06  -0.49
H  2.78  -0.40  -1.74
H  3.05  -1.82  -0.76
H  3.47  -1.90  -2.41
C  -0.24  -2.72  -5.49
C  0.53  -3.15  -4.22
N  -0.41  -3.45  -3.17
C  -1.11  -4.74  -3.33
C  -2.33  -4.88  -2.47
C  0.22  -3.29  -1.85
C  1.40  -4.23  -1.61
H  0.50  -2.24  -6.14
H  -0.97  -1.94  -5.26
H  -0.67  -3.57  -6.02
H  1.17  -4.01  -4.40
H  1.25  -2.37  -3.96
H  -1.36  -5.01  -4.36
H  -0.46  -5.57  -3.05
H  -2.16  -4.65  -1.41
H  -3.03  -4.14  -2.84
H  -2.79  -5.87  -2.52
H  -0.52  -3.47  -1.07
H  0.61  -2.28  -1.73
H  1.83  -4.00  -0.63
H  2.20  -4.26  -2.35
H  1.13  -5.29  -1.64
C  2.48  -2.30  2.21
C  1.16  -1.77  2.79
N  1.35  -0.38  3.31
C  0.00  -0.02  3.77
C  -0.14  1.44  4.26
C  2.41  -0.33  4.34
C  2.19  -1.20  5.56
H  3.17  -2.59  3.01
H  3.07  -1.55  1.69
H  2.29  -3.17  1.59
H  0.44  -1.77  1.96
H  0.76  -2.51  3.48
H  -0.27  -0.70  4.59
H  -0.85  -0.17  3.11
H  0.55  1.76  5.04
H  -1.14  1.75  4.57
H  -0.04  2.14  3.43
H  3.39  -0.63  3.97
H  2.51  0.72  4.61
H  1.99  -2.24  5.34
H  2.99  -1.16  6.30
H  1.34  -0.89  6.17
C  1.10  4.92  -5.90
C  2.01  3.73  -5.57
N  2.11  3.54  -4.09
C  2.64  4.69  -3.32
C  2.48  4.48  -1.79
C  2.92  2.31  -3.87
C  2.18  0.98  -4.22
H  1.37  5.87  -5.43
H  0.07  4.74  -5.62
H  1.12  5.08  -6.98
H  1.52  2.90  -6.07
H  2.97  3.88  -6.06
H  3.67  4.95  -3.54
H  2.08  5.59  -3.55
H  2.66  5.43  -1.30
H  1.49  4.13  -1.51
H  3.18  3.77  -1.34
H  3.20  2.22  -2.82
H  3.88  2.39  -4.38
H  1.31  0.73  -3.61
H  2.88  0.15  -4.22
H  1.75  0.94  -5.22
C  -0.43  3.91  0.36
C  -0.98  5.18  -0.38
N  -1.88  4.82  -1.48
C  -2.22  6.07  -2.19
C  -1.08  6.49  -3.05
C  -3.11  4.16  -0.98
C  -3.86  3.44  -2.07
H  -1.22  3.56  1.03
H  0.35  4.11  1.10
H  -0.18  3.08  -0.30
H  -1.48  5.94  0.22
H  -0.11  5.73  -0.73
H  -3.06  5.85  -2.84
H  -2.56  6.88  -1.55
H  -0.33  6.98  -2.43
H  -0.59  5.63  -3.50
H  -1.45  7.22  -3.77
H  -3.78  4.89  -0.52
H  -2.89  3.43  -0.20
H  -4.26  4.12  -2.82
H  -4.64  2.82  -1.64
H  -3.18  2.79  -2.62
C  -0.26  -5.38  1.44
C  -1.67  -4.93  1.85
N  -1.52  -4.22  3.12
C  -1.32  -5.18  4.23
C  -0.57  -4.53  5.39
C  -2.74  -3.45  3.46
C  -2.83  -2.14  2.58
H  0.23  -6.00  2.19
H  0.29  -4.46  1.26
H  -0.37  -5.88  0.48
H  -2.16  -4.25  1.14
H  -2.26  -5.84  1.85
H  -2.26  -5.61  4.56
H  -0.70  -6.00  3.88
H  -0.49  -5.20  6.25
H  0.39  -4.26  4.96
H  -1.14  -3.71  5.82
H  -2.74  -3.14  4.50
H  -3.61  -4.10  3.38
H  -1.88  -1.65  2.37
H  -3.62  -1.49  2.95
H  -3.18  -2.41  1.58

Output
Lowest unoccupied orbital energy, eV: -6.34
Total charge: +2
Highest occupied orbital energy, eV: -11.819
Energy above the lowest of the compared OMol25 structures with the same formula, charge and spin, eV: 4.092
Frontier orbital gap, Ha: 0.2012


[3]
A molecular structure, C37H59AlBrFN2OPSi2 in a non-equilibrium geometry, computed with ωB97M-V/def2-TZVPD.

Geometry (Å):
Al  -0.11  -0.41  0.69
C  2.58  -2.71  1.05
Si  3.00  -1.01  0.36
C  4.27  -0.38  1.61
C  3.72  -1.31  -1.35
N  1.64  0.12  0.30
C  1.95  1.47  0.08
C  3.20  1.99  -0.29
C  3.43  3.36  -0.37
C  2.43  4.28  -0.14
C  1.15  3.81  0.15
C  0.97  2.45  0.24
F  -0.29  1.98  0.55
H  3.53  -3.20  1.28
H  2.04  -3.33  0.33
H  1.99  -2.67  1.96
H  5.11  -1.08  1.64
H  3.84  -0.36  2.62
H  4.67  0.60  1.41
H  4.29  -2.25  -1.34
H  4.40  -0.53  -1.69
H  2.93  -1.41  -2.10
H  4.02  1.32  -0.52
H  4.43  3.70  -0.62
H  2.62  5.34  -0.20
H  0.31  4.47  0.30
C  -6.68  1.72  -1.77
C  -5.18  1.54  -1.45
C  -4.42  1.40  -2.78
C  -4.66  2.82  -0.77
Si  -4.94  0.03  -0.31
Br  -2.20  0.02  -0.42
C  -5.31  0.32  1.54
C  -4.19  1.14  2.22
C  -5.47  -0.99  2.33
C  -6.64  1.08  1.65
C  -5.24  -1.72  -1.02
C  -6.72  -2.09  -0.86
C  -4.90  -1.75  -2.52
C  -4.37  -2.78  -0.32
H  -6.78  2.54  -2.48
H  -7.27  1.96  -0.89
H  -7.11  0.83  -2.24
H  -4.37  2.39  -3.25
H  -4.93  0.74  -3.47
H  -3.40  1.05  -2.64
H  -4.84  3.66  -1.44
H  -3.58  2.75  -0.59
H  -5.17  3.04  0.17
H  -3.26  0.58  2.27
H  -4.51  1.38  3.24
H  -3.99  2.07  1.69
H  -4.56  -1.59  2.32
H  -6.29  -1.59  1.95
H  -5.69  -0.74  3.37
H  -6.59  2.08  1.21
H  -6.89  1.20  2.71
H  -7.47  0.54  1.18
H  -7.39  -1.34  -1.30
H  -7.01  -2.22  0.19
H  -6.90  -3.04  -1.37
H  -5.61  -1.16  -3.10
H  -4.97  -2.78  -2.87
H  -3.89  -1.39  -2.72
H  -4.63  -2.91  0.73
H  -3.30  -2.54  -0.38
H  -4.52  -3.74  -0.82
C  1.27  1.86  3.69
P  0.20  0.42  3.79
C  -1.15  0.73  4.92
C  1.15  -0.97  4.39
O  -0.37  0.11  2.42
H  1.72  2.07  4.66
H  0.69  2.72  3.36
H  2.05  1.65  2.95
H  -0.77  1.06  5.89
H  -1.72  -0.19  5.03
H  -1.79  1.51  4.49
H  1.67  -0.71  5.31
H  1.87  -1.26  3.63
H  0.47  -1.80  4.56
N  -0.28  -2.18  0.58
C  -0.65  -3.29  1.03
C  -1.08  -3.42  2.47
C  -2.12  -2.64  2.94
C  -2.53  -2.72  4.27
C  -1.86  -3.57  5.15
C  -0.80  -4.34  4.69
C  -0.41  -4.27  3.36
C  -0.67  -4.53  0.20
C  -1.38  -5.67  0.60
C  -1.41  -6.79  -0.21
C  -0.72  -6.80  -1.42
C  -0.01  -5.68  -1.82
C  0.00  -4.54  -1.02
H  -2.64  -1.99  2.24
H  -3.38  -2.14  4.61
H  -2.17  -3.63  6.18
H  -0.29  -5.01  5.37
H  0.41  -4.88  3.00
H  -1.90  -5.66  1.54
H  -1.99  -7.66  0.09
H  -0.75  -7.68  -2.04
H  0.52  -5.69  -2.76
H  0.52  -3.65  -1.34

Output
Lowest unoccupied orbital energy, eV: -2.62
Total charge: +1
Highest occupied orbital energy, eV: -10.032
Frontier orbital gap, Ha: 0.2725


[4]
2 unconnected molecules or ions with the total composition C3H7OS in a non-equilibrium geometry, computed with ωB97M-V/def2-TZVPD.

Geometry (Å):
C  -2.51  -0.89  0.39
S  -1.85  0.30  -0.74
H  -1.86  -1.70  0.74
H  -3.32  -1.42  -0.13
H  -2.94  -0.49  1.30
C  2.77  0.88  -0.41
C  1.48  0.72  -0.14
O  0.81  -0.42  0.10
H  3.30  1.72  0.01
H  3.39  0.06  -0.72
H  0.86  1.62  -0.13
H  -0.12  -0.38  -0.25

Output
Spin multiplicity: 2
Lowest unoccupied orbital energy (alpha / beta), eV: 0.70 / -2.73
Total charge: 0
Highest occupied orbital energy (alpha / beta), eV: -8.462 / -8.447
Energy above the lowest of the compared OMol25 structures with the same formula, charge and spin, eV: 1.134
Frontier orbital gap (alpha / beta), Ha: 0.3365 / 0.2101
Expectation value of S²: 0.7527


[5]
C4H7NO2 in the gas phase, computed with ωB97M-V/def2-TZVPD.

Geometry (Å):
O  2.21  -0.11  0.23
C  0.86  0.01  0.60
C  0.18  1.26  0.04
N  -1.18  0.86  -0.38
C  -1.36  -0.59  -0.25
C  0.03  -1.12  0.02
O  0.49  -2.22  -0.23
H  2.35  -1.06  0.08
H  0.74  -0.03  1.69
H  0.10  2.05  0.80
H  0.79  1.64  -0.78
H  -1.41  1.20  -1.29
H  -1.79  -1.06  -1.13
H  -2.01  -0.82  0.61

Output
Lowest unoccupied orbital energy, eV: 0.76
Total charge: 0
SMILES string: O=C1CNC[C@@H]1O
Highest occupied orbital energy, eV: -9.085
Energy above the lowest of the compared OMol25 structures with the same formula, charge and spin, eV: 1.396
Frontier orbital gap, Ha: 0.3617